No. 1
Molecular formula: C2H12NO2
Method: DFT, ωB97M-V/def2-TZVPD

```
17
Properties=species:S:1:pos:R:3:forces:R:3:nbo_charge:R:1
C -0.374 -0.868 0.736 -2.072 -0.062 0.877 -0.411
N -0.481 0.032 -0.427 -3.226 2.429 0.971 -0.539
C -1.587 -0.463 -1.375 0.729 0.644 -1.023 -0.430
H 0.089 -1.730 0.260 -0.373 -0.613 0.798 0.232
H 0.370 -0.384 1.370 -0.493 -0.415 0.558 0.236
H -1.477 -1.040 1.174 2.958 0.283 -0.623 0.233
H 0.412 -0.155 -0.791 1.712 0.942 -1.372 0.448
H -0.655 1.128 -0.105 1.074 -3.347 -0.911 0.485
H -2.044 0.487 -1.796 0.483 -1.571 0.062 0.242
H -2.334 -1.020 -0.789 0.390 0.349 -0.264 0.234
H -1.110 -1.167 -2.164 -0.938 1.449 1.288 0.246
H 3.043 -1.257 -0.912 0.736 -0.407 -1.749 0.486
H 3.078 -1.035 0.510 -0.747 0.112 0.047 0.491
O 2.440 -1.050 -0.229 -0.093 0.370 1.563 -0.970
H 0.942 2.631 1.729 0.721 0.285 0.311 0.493
H -0.377 3.375 1.417 0.291 -0.216 0.110 0.498
O 0.065 2.514 1.391 -1.154 -0.231 -0.643 -0.976
```
Forces are in eV/Å.

Total charge: +1
2S+1: 1
LUMO (eV): -3.04
Energy relative to the best compared isomer or geometry (same formula, charge and spin) (kJ/mol): 142.24
HOMO (eV): -15.81
F_max (Eh/bohr): 0.0808

No. 2
Molecular formula: C51H55N7O2Re
Method: DFT, ωB97M-V/def2-TZVPD

```
116
Properties=species:S:1:pos:R:3:forces:R:3:lowdin_spin:R:1
Re 0.888 -0.871 0.942 -0.241 -0.348 0.889 0.781
C 2.342 0.989 3.655 -0.280 0.293 0.046 0.003
N 2.529 -0.255 2.890 -0.278 -0.539 -0.374 0.002
C 3.960 -0.411 2.627 0.365 -0.070 -0.093 0.001
C 1.933 -1.362 3.609 -0.436 -0.021 -0.177 0.037
C 2.639 -2.242 4.406 0.048 -0.081 -0.047 -0.003
C 2.005 -3.360 4.931 0.036 0.209 -0.172 0.041
C 0.683 -3.613 4.612 -0.168 0.065 -0.010 0.003
C -0.048 -2.723 3.845 0.022 -0.153 -0.153 0.026
C 0.538 -1.540 3.388 1.102 -0.035 0.245 0.008
N -0.082 -0.497 2.644 1.033 -0.190 -2.218 0.076
C -1.180 0.214 3.121 -1.493 1.118 0.557 0.000
C -2.154 -0.473 3.876 0.352 -0.023 -0.408 0.011
C -3.314 0.102 4.332 -0.116 0.189 -0.057 -0.001
C -3.571 1.433 4.045 0.205 -0.170 -0.002 0.009
C -2.606 2.166 3.389 -0.003 -0.154 -0.124 -0.002
C -1.394 1.622 2.939 -0.033 -0.928 0.260 0.007
N -0.444 2.546 2.472 0.455 0.090 -0.256 0.003
C -0.498 3.889 3.028 -0.007 0.281 0.110 0.000
C 0.348 2.403 1.303 0.351 -0.218 0.641 -0.006
H 2.913 0.947 4.587 0.028 -0.067 -0.057 0.000
H 2.694 1.838 3.070 0.039 0.020 -0.046 0.000
H 1.293 1.131 3.902 -0.012 0.039 -0.048 0.001
H 4.564 -0.304 3.531 -0.090 -0.060 0.111 -0.001
H 4.170 -1.374 2.170 -0.039 -0.066 -0.049 0.000
H 4.262 0.371 1.938 0.026 -0.013 0.033 0.000
H 3.685 -2.089 4.609 0.166 0.069 -0.043 -0.001
H 2.560 -4.051 5.545 0.066 -0.080 0.086 0.002
H 0.216 -4.521 4.953 -0.103 -0.111 0.052 -0.001
H -1.047 -2.997 3.550 -0.050 0.053 -0.006 0.001
H -1.987 -1.507 4.106 -0.060 -0.053 -0.009 0.001
H -4.016 -0.493 4.892 -0.100 -0.074 0.082 0.000
H -4.496 1.897 4.344 -0.094 0.098 0.082 0.000
H -2.798 3.211 3.214 0.016 0.127 -0.075 0.000
H -1.239 4.535 2.549 -0.023 0.019 0.021 0.000
H -0.718 3.838 4.093 -0.008 -0.037 -0.019 0.000
H 0.482 4.352 2.921 0.040 0.034 0.013 0.000
H -0.837 1.137 0.187 -0.003 0.247 0.068 -0.003
H 0.866 3.345 1.132 -0.021 -0.260 -0.125 0.000
H 1.083 1.602 1.405 -0.089 0.260 -0.203 -0.003
C 2.674 -2.495 -0.898 0.007 0.313 -0.208 -0.017
C 3.684 -1.392 -0.739 -0.348 0.254 0.149 0.001
C 5.035 -1.670 -0.885 0.027 -0.002 0.011 -0.001
C 5.981 -0.662 -0.813 -0.081 0.027 0.027 0.000
C 5.574 0.637 -0.576 -0.198 -0.077 -0.039 0.001
C 4.233 0.955 -0.401 -0.119 -0.160 -0.025 0.004
C 3.893 2.391 -0.134 0.032 -0.005 0.052 0.001
C 3.270 -0.067 -0.481 1.267 -0.137 0.222 0.011
N 1.882 0.248 -0.365 -1.017 -1.076 1.661 0.006
C 1.391 1.119 -1.324 -1.119 1.390 -0.561 0.010
C 2.067 1.084 -2.671 -0.090 -0.174 0.082 0.003
C 0.343 1.981 -1.199 0.795 -0.480 -0.259 -0.031
C -0.207 2.678 -2.403 0.023 -0.022 -0.166 -0.005
N -0.461 2.090 0.046 -0.202 -0.384 0.150 -0.004
C -1.641 2.969 0.010 -0.740 0.485 0.016 0.000
C -2.894 2.357 0.089 0.204 0.034 0.011 0.000
C -3.060 0.868 0.051 -0.116 -0.094 -0.126 0.000
C -4.023 3.164 0.144 0.132 0.136 -0.029 0.000
C -3.907 4.542 0.097 -0.011 -0.027 0.044 0.000
C -2.660 5.129 -0.004 0.137 -0.240 0.011 0.000
C -1.501 4.359 -0.051 -0.002 -0.187 -0.007 0.000
C -0.189 5.078 -0.203 -0.062 0.207 -0.010 -0.001
H 3.155 -3.406 -1.248 -0.058 -0.087 0.078 -0.002
H 1.912 -2.221 -1.633 -0.014 -0.095 0.058 0.000
H 2.200 -2.749 0.064 -0.135 -0.172 0.046 -0.007
H 5.351 -2.685 -1.082 -0.031 -0.076 -0.021 0.000
H 7.028 -0.877 -0.951 0.126 -0.093 -0.015 0.000
H 6.304 1.429 -0.530 0.126 0.131 0.040 0.000
H 4.503 2.764 0.688 0.000 0.075 0.062 0.000
H 2.847 2.537 0.108 -0.030 0.094 0.039 0.000
H 4.138 2.994 -1.007 -0.064 0.118 -0.045 0.000
H 2.892 0.380 -2.664 0.032 0.002 -0.170 0.000
H 2.450 2.063 -2.949 0.028 0.069 -0.083 0.001
H 1.350 0.763 -3.425 -0.079 0.020 -0.095 0.001
H -0.517 1.922 -3.125 -0.018 0.045 -0.060 -0.002
H 0.536 3.313 -2.883 0.057 0.051 0.003 -0.001
H -1.075 3.285 -2.172 0.069 -0.009 -0.080 0.000
H -2.820 0.498 -0.945 -0.047 -0.040 0.007 0.000
H -4.095 0.617 0.259 -0.053 -0.116 0.063 0.000
H -2.443 0.328 0.774 -0.050 0.000 0.099 0.000
H -4.996 2.706 0.222 -0.091 -0.069 -0.025 0.000
H -4.786 5.164 0.129 -0.140 0.053 0.021 0.000
H -2.567 6.201 -0.052 -0.005 0.173 -0.047 0.000
H 0.143 5.478 0.756 0.102 -0.014 0.014 0.000
H -0.330 5.934 -0.861 0.053 -0.011 -0.028 0.000
H 0.598 4.464 -0.629 0.112 -0.029 -0.024 0.000
O -0.281 -3.221 0.951 0.745 0.434 0.598 -0.008
C -0.741 -2.819 -0.117 -0.423 -0.029 -0.484 0.005
N -1.459 -3.449 -1.047 -0.022 -0.132 0.079 0.005
C -1.639 -2.609 -2.218 -0.083 0.139 -0.670 -0.001
C -1.067 -1.280 -1.707 -0.342 0.846 -0.667 0.004
O -1.071 -0.213 -2.285 -0.054 -0.470 0.079 0.015
N -0.503 -1.513 -0.495 0.927 0.087 1.409 0.020
C -3.062 -2.595 -2.755 -0.218 0.140 0.207 0.000
C -3.673 -3.817 -3.023 0.067 0.219 0.080 0.000
C -4.926 -3.856 -3.606 0.000 -0.079 -0.003 0.000
C -5.577 -2.681 -3.945 0.028 0.097 -0.011 0.000
C -4.973 -1.464 -3.684 -0.079 -0.091 -0.012 0.000
C -3.723 -1.419 -3.091 0.189 -0.037 0.148 0.000
C -0.712 -2.982 -3.378 0.268 -0.147 -0.041 0.000
C -0.791 -2.230 -4.547 0.048 -0.050 -0.013 0.000
C 0.029 -2.525 -5.620 -0.018 0.088 0.047 0.000
C 0.941 -3.565 -5.533 0.065 -0.124 0.044 0.000
C 1.024 -4.310 -4.369 0.123 0.000 -0.152 0.000
C 0.206 -4.018 -3.289 -0.116 0.115 0.056 0.000
H -1.738 -4.415 -0.995 0.065 0.034 0.092 0.000
H -3.158 -4.742 -2.809 0.047 -0.168 0.017 0.000
H -5.391 -4.806 -3.814 -0.046 -0.140 -0.029 0.000
H -6.537 -2.713 -4.432 -0.156 -0.029 -0.013 0.000
H -5.470 -0.545 -3.949 -0.065 0.113 -0.051 0.000
H -3.246 -0.466 -2.930 0.013 0.073 0.006 0.000
H -1.494 -1.415 -4.612 -0.094 0.040 -0.056 0.000
H -0.044 -1.943 -6.527 -0.011 0.044 -0.061 0.000
H 1.579 -3.798 -6.372 0.044 -0.034 -0.064 0.000
H 1.726 -5.125 -4.299 0.083 -0.111 -0.002 0.000
H 0.288 -4.606 -2.387 0.002 -0.088 0.099 0.000
```
Forces are in eV/Å.

Total charge: +2
2S+1: 2
LUMO (spin up / spin down) (eV): -7.27 / -6.85
⟨S²⟩: 1.246
HOMO (spin up / spin down) (eV): -12.78 / -12.94
F_max (Eh/bohr): 0.0477

F_max of number 1 (C2H12NO2)?
0.0808 Eh/bohr

total charge of number 2 (C51H55N7O2Re)?
+2

Which value of total charge does entry 2 give?
+2

Number 1 is which compound?
C2H12NO2